1.
The following is a DFT calculation (ωB97M-V/def2-TZVPD) of a gas-phase ion, C22H31N2 (charge +1).

Properties
Structure (SMILES): CCN(CC)CCC[N@@H+](c1ccccc1)C1Cc2ccccc2C1
HOMO level, eV: -11.533
Charge: +1
M, g/mol: 323.50
Orbital gap, eV: 9.509
Energy above the lowest of the compared OMol25 structures with the same formula, charge and spin, kJ/mol: 0.0

The geometry in XYZ format:
```
55
C22H31N2 | the Open Molecules 2025 dataset | ωB97M-V/def2-TZVPD
C 2.7306 -1.9295 1.7480
C 3.1460 -1.3793 0.3908
N 2.7677 0.0246 0.1492
C 3.3170 0.9119 1.1972
C 2.2774 1.3468 2.2217
C 3.2494 0.4362 -1.1803
C 2.3389 -0.0310 -2.3141
C 0.9513 0.5848 -2.1801
N 0.2796 0.1151 -0.9385
C -0.6852 1.0763 -0.3943
C -1.4084 1.9249 -1.2196
C -2.3479 2.7833 -0.6725
C -2.5689 2.8038 0.6926
C -1.8338 1.9697 1.5164
C -0.8934 1.1103 0.9769
C -0.3485 -1.2390 -1.1537
C -0.7623 -1.9014 0.1677
C -2.1968 -1.4871 0.3460
C -2.9737 -1.5001 1.4846
C -4.2830 -1.0470 1.3954
C -4.7960 -0.5975 0.1907
C -4.0147 -0.5940 -0.9569
C -2.7145 -1.0422 -0.8662
C -1.6664 -1.1395 -1.9402
H 1.6677 -1.7986 1.9295
H 3.2801 -1.4616 2.5589
H 2.9477 -2.9941 1.7713
H 2.6808 -1.9877 -0.3890
H 4.2356 -1.4919 0.2903
H 3.7197 1.8130 0.7308
H 4.1534 0.4197 1.7021
H 1.4997 1.9445 1.7521
H 1.8250 0.4980 2.7249
H 2.7640 1.9606 2.9747
H 3.2770 1.5277 -1.2107
H 4.2712 0.0733 -1.3560
H 2.2876 -1.1189 -2.3537
H 2.7716 0.3013 -3.2580
H 0.3416 0.3397 -3.0512
H 1.0538 1.6702 -2.1168
H 1.1244 0.0289 -0.2481
H -1.2606 1.9359 -2.2873
H -2.9082 3.4357 -1.3231
H -3.3054 3.4696 1.1124
H -1.9892 1.9834 2.5833
H -0.3335 0.4665 1.6333
H 0.3948 -1.8368 -1.6826
H -0.7048 -2.9873 0.0558
H -0.1259 -1.6270 1.0052
H -2.5767 -1.8518 2.4246
H -4.9067 -1.0461 2.2756
H -5.8153 -0.2479 0.1412
H -4.4181 -0.2480 -1.8961
H -1.8108 -2.0602 -2.5115
H -1.7052 -0.3102 -2.6430
```

Results of the Löwdin charge analysis, in e, for atoms 1 through 4: C -0.066; C -0.227; N -0.201; C -0.216

---

2.
The following is a DFT calculation (ωB97M-V/def2-TZVPD) of C22H31N3O3S in the gas phase in a non-equilibrium geometry.

Properties
HOMO level, eV: -7.799
Charge: 0
M, g/mol: 417.57
Orbital gap, eV: 8.433
Energy above the lowest of the compared OMol25 structures with the same formula, charge and spin, kJ/mol: 255.7

The geometry in XYZ format:
```
60
C22H31N3O3S | the Open Molecules 2025 dataset | ωB97M-V/def2-TZVPD
C 8.9545 0.0212 0.1822
C 7.4635 -0.1154 0.1569
C 6.6586 0.7861 0.8481
C 5.2860 0.6559 0.8496
C 4.6838 -0.3912 0.1515
C 5.4822 -1.2976 -0.5439
C 6.8552 -1.1556 -0.5368
H 7.4672 -1.8627 -1.0784
H 5.0188 -2.1083 -1.0857
C 3.2457 -0.5220 0.1612
N 2.4029 0.2559 0.7787
C 1.1630 -0.2544 0.5080
C 1.3070 -1.3532 -0.2988
O 2.6352 -1.5230 -0.5123
C 0.3352 -2.2889 -0.9120
H -0.1792 -2.8668 -0.1449
H 0.8605 -2.9705 -1.5750
H -0.4125 -1.7370 -1.4822
C -0.0607 0.3828 1.0265
H -0.0407 0.4624 2.1134
H -0.9580 -0.1350 0.7019
S -0.1330 2.1417 0.4305
O -1.4333 2.6578 0.8899
C -0.3935 1.7227 -1.3649
C -1.6993 0.9953 -1.6161
O -1.7363 -0.1290 -2.0888
N -2.7784 1.7196 -1.2931
C -4.1400 1.2634 -1.4533
H -4.1063 0.2308 -1.8034
C -4.9613 1.3876 -0.1425
N -5.1205 0.2238 0.6778
C -3.9542 -0.2917 1.3589
C -3.2867 -1.4794 0.6539
C -4.3186 -2.5760 0.4144
C -5.4763 -2.0086 -0.4000
H -5.1048 -1.7320 -1.3895
H -6.2508 -2.7655 -0.5372
C -6.0969 -0.7720 0.2752
C -6.9510 -1.1693 1.4863
H -7.7719 -1.8091 1.1725
H -7.3590 -0.2756 1.9508
H -6.3624 -1.7003 2.2273
H -6.7657 -0.2933 -0.4498
H -4.6826 -2.9543 1.3719
H -3.8639 -3.4114 -0.1228
H -2.8697 -1.1728 -0.3061
H -2.4743 -1.8591 1.2788
H -3.2465 0.5300 1.4863
H -4.2643 -0.6178 2.3603
H -5.9644 1.7370 -0.4021
H -4.4926 2.1647 0.4720
H -4.6135 1.8752 -2.2303
H -2.6371 2.5396 -0.7136
H -0.3856 2.6766 -1.8913
H 0.4532 1.1176 -1.6791
H 4.6568 1.3507 1.3826
H 7.1196 1.5992 1.3903
H 9.3556 -0.4614 1.0742
H 9.2472 1.0684 0.2090
H 9.4043 -0.4510 -0.6878
```

Results of the Löwdin charge analysis, in e, for atoms 1 through 4: C -0.052; C -0.278; C -0.038; C -0.012

---

3.
The following is a DFT calculation (ωB97M-V/def2-TZVPD) of a molecular structure, C22H31N6O3PPtS4.

Properties
HOMO level, eV: -7.378
Charge: 0
M, g/mol: 781.85
Orbital gap, eV: 7.774
Energy above the lowest of the compared OMol25 structures with the same formula, charge and spin, kJ/mol: 15.4

The geometry in XYZ format:
```
68
C22H31N6O3PPtS4 | the Open Molecules 2025 dataset | ωB97M-V/def2-TZVPD
Pt -0.1348 1.0884 0.1678
O -0.6843 0.0311 4.5007
C 0.5868 -0.3586 4.7191
C 0.9044 -0.7712 6.0154
C 2.1801 -1.1915 6.3248
C 3.1752 -1.2112 5.3490
C 2.8682 -0.8015 4.0691
C 1.5827 -0.3692 3.7290
C 1.2980 0.0654 2.3434
O 0.0533 0.3345 2.0522
N 2.2765 0.1447 1.4982
N 1.8570 0.5087 0.2085
C 2.7939 0.3298 -0.6516
S 4.3505 -0.2869 -0.1227
C 5.1541 -0.0422 -1.7283
C 4.1231 -0.2713 -2.8114
S 2.6242 0.6435 -2.3625
H -0.7618 0.2779 3.5556
H 0.1197 -0.7476 6.7598
H 2.4055 -1.5079 7.3357
H 4.1760 -1.5421 5.5909
H 3.6209 -0.8015 3.2924
H 5.9717 -0.7595 -1.7973
H 5.5607 0.9675 -1.7814
H 3.8826 -1.3297 -2.9089
H 4.4543 0.1108 -3.7766
S -0.2403 2.0862 -1.9034
C -1.8032 1.6248 -2.5083
N -2.1577 0.3663 -2.6440
C -3.5087 -0.0227 -3.0190
C -4.4941 1.0627 -2.6196
C -4.0397 2.3883 -3.2082
N -2.6362 2.6036 -2.8654
H -1.5690 -0.3487 -2.2035
H -3.7258 -0.9643 -2.5172
H -3.5502 -0.2016 -4.0979
H -4.5247 1.1478 -1.5313
H -5.4925 0.8182 -2.9815
H -4.6115 3.2114 -2.7797
H -4.1704 2.4088 -4.2935
H -2.3114 3.5339 -2.6591
C -3.2413 -2.3390 0.9186
P -1.8338 -2.8053 -0.1019
C -0.4351 -2.9287 1.0190
C -2.1795 -4.4867 -0.6564
O -1.5799 -1.8702 -1.2366
H -3.3708 -3.0355 1.7478
H -4.1461 -2.3335 0.3094
H -3.0808 -1.3327 1.3075
H -0.6733 -3.5261 1.8995
H -0.1697 -1.9167 1.3281
H 0.4119 -3.3725 0.4951
H -2.3214 -5.1597 0.1899
H -1.3436 -4.8379 -1.2611
H -3.0798 -4.4863 -1.2711
C -5.9490 4.7444 -0.4324
C -4.4862 4.5177 -0.1833
C -3.5639 5.5582 -0.2273
C -2.2442 5.2219 0.0166
N -1.8451 3.9837 0.2756
C -2.7976 3.0462 0.2812
S -2.3858 1.3726 0.5593
N -4.1046 3.2678 0.0566
H -6.2501 5.7517 -0.1475
H -6.5347 4.0141 0.1218
H -6.1731 4.6168 -1.4943
H -3.8644 6.5777 -0.4240
H -1.4676 5.9809 0.0142
```

Results of the Löwdin charge analysis, in e, for atoms 1 through 4: Pt 0.664; O 0.065; C -0.260; C -0.017

---

4.
The following is a DFT calculation (ωB97M-V/def2-TZVPD) of a molecular structure, C22H31NOP2Y in a non-equilibrium geometry.

Properties
HOMO level (spin up / spin down), eV: -8.569 / -8.566
Charge: +1
M, g/mol: 476.35
Orbital gap (spin up / spin down), eV: 4.750 / 4.744
Energy above the lowest of the compared OMol25 structures with the same formula, charge and spin, kJ/mol: 102.4

The geometry in XYZ format:
```
58
C22H31NOP2Y | the Open Molecules 2025 dataset | ωB97M-V/def2-TZVPD
C -0.1996 -5.1399 0.5187
C 0.7250 -4.0633 0.4376
C 1.1364 -3.7300 -0.9239
C -0.0235 -3.6774 -1.8750
C -1.0243 -4.6438 -1.6852
C -1.0500 -5.4220 -0.5434
C 0.0569 -2.8908 -2.9765
C 1.1890 -2.1039 -3.1269
C 2.2918 -2.2156 -2.2035
C 2.9928 -0.9575 -2.0879
C 3.2983 -0.3474 -3.2960
C 2.5247 -0.5938 -4.4343
C 1.3999 -1.3558 -4.3227
H -0.2714 -5.6509 1.4574
H -1.7577 -4.7523 -2.4775
H -1.7199 -6.3153 -0.4870
H -0.8569 -2.6564 -3.5167
H 4.1152 0.3653 -3.3317
H 2.7847 -0.1617 -5.3728
H 0.6434 -1.4599 -5.1060
N 2.2372 -3.2789 -1.3992
Y -1.4900 -0.0848 -0.4403
C 1.0634 -3.1969 1.5858
H 2.1436 -2.8655 1.5094
H 0.9799 -3.7877 2.5520
C 3.3133 -0.3275 -0.7960
H 3.5759 -1.0512 -0.0109
H 4.0996 0.4160 -0.8535
P -0.0287 -1.6763 1.7108
P 1.7508 0.6264 -0.0928
C 1.9208 2.1537 -1.0962
H 1.1781 2.8876 -0.7392
H 2.9203 2.5935 -1.0159
H 1.7078 1.9492 -2.1499
C 2.5242 1.1953 1.4369
H 3.2765 1.9501 1.2641
H 1.7562 1.6325 2.0854
H 2.9823 0.3848 1.9832
C -1.5759 -2.4478 2.3288
H -1.3952 -2.9775 3.2636
H -2.3356 -1.7031 2.4669
H -1.9696 -3.2123 1.5744
C 0.5697 -1.0103 3.2884
H 0.1254 -0.0297 3.4612
H 0.3132 -1.6564 4.1105
H 1.6626 -0.8781 3.2756
H -0.9662 -0.7902 -1.8809
H -0.3314 0.1689 -1.9107
C -2.0914 3.7910 -0.8822
C -2.2363 2.9878 0.3147
C -2.6458 3.4383 1.6270
O -2.0928 1.7072 0.1753
H -2.7402 4.6808 -0.8521
H -2.3235 3.2264 -1.8059
H -1.0449 4.1491 -1.0255
H -3.2053 2.6165 2.1305
H -1.7516 3.6128 2.2792
H -3.2538 4.3527 1.5929
```

Results of the Löwdin charge analysis, in e, for atoms 1 through 4: C -0.048; C -0.226; C -0.185; C -0.174

---

Question: The highest M belongs to which entry?
Answer: C22H31N6O3PPtS4

---

Question: Which of these has the lowest M?
Answer: C22H31N2